{"formula": "C27H24Br5NO3PtS2", "method": "ωB97M-V/def2-TZVPD", "molar_mass_da": 1069.22, "energy_ev": -411148.270, "homo_energy_ev": [-7.709, -7.687], "multiplicity": 5, "e_lumo_ev": [0.1565, -3.0845], "symbols": ["Pt", "S", "C", "N", "C", "C", "C", "C", "C", "C", "S", "H", "H", "H", "H", "C", "C", "C", "C", "C", "C", "C", "Br", "C", "O", "C", "C", "C", "C", "C", "C", "H", "H", "H", "H", "H", "H", "H", "H", "H", "H", "H", "H", "H", "H", "H", "H", "H", "H", "H", "H", "Br", "C", "C", "Br", "C", "Br", "C", "O", "C", "O", "C", "Br"], "xyz": [[1.7214, 1.6465, 1.0620], [3.6247, 2.0831, 2.8965], [2.3488, 3.0732, 3.4141], [1.2807, 3.1657, 2.6541], [0.3148, 3.9713, 3.1725], [-0.9200, 4.2562, 2.5955], [-1.7739, 5.1094, 3.2611], [-1.4182, 5.6714, 4.4871], [-0.1991, 5.3939, 5.0772], [0.6656, 4.5415, 4.4148], [2.2615, 4.0108, 4.8900], [-1.1689, 3.8158, 1.6454], [-2.7307, 5.3502, 2.8270], [-2.1052, 6.3384, 4.9847], [0.0772, 5.8288, 6.0263], [-3.3466, -4.5575, 0.4100], [-1.9277, -4.6069, 0.9933], [-2.0449, -4.8141, 2.5063], [-1.1733, -5.8093, 0.4091], [-1.1924, -3.3305, 0.6396], [-0.7123, -2.4719, 1.6213], [-0.0410, -1.3352, 1.2556], [0.5869, -0.1865, 2.6724], [0.2226, -0.9377, -0.0847], [0.8721, 0.1191, -0.3584], [-0.3042, -1.8241, -1.0940], [-0.9717, -2.9637, -0.6890], [-0.1629, -1.5732, -2.5917], [0.5758, -0.2847, -2.9594], [-1.5664, -1.4957, -3.2194], [0.6018, -2.7469, -3.2289], [-3.8887, -5.4537, 0.7020], [-3.3320, -4.5066, -0.6745], [-3.8830, -3.6906, 0.7889], [-2.5750, -5.7443, 2.6981], [-2.6072, -4.0096, 2.9748], [-1.0653, -4.8880, 2.9730], [-1.6774, -6.7279, 0.6996], [-0.1548, -5.8398, 0.7889], [-1.1353, -5.7705, -0.6754], [-0.8518, -2.6738, 2.6671], [-1.3519, -3.6190, -1.4561], [0.0640, 0.5873, -2.5598], [0.6142, -0.1907, -4.0443], [1.5948, -0.2953, -2.5816], [-2.1338, -0.6760, -2.7857], [-2.1283, -2.4144, -3.0760], [-1.4776, -1.3212, -4.2896], [1.5976, -2.8317, -2.8014], [0.7026, -2.5784, -4.2991], [0.0864, -3.6927, -3.0862], [1.9246, 5.3588, -5.0710], [2.3381, 4.2122, -3.6422], [3.5533, 3.5056, -3.6422], [4.7525, 3.7136, -5.0731], [3.8644, 2.6665, -2.5905], [5.4667, 1.6784, -2.5630], [3.0149, 2.5134, -1.4710], [3.3318, 1.7912, -0.4890], [1.7406, 3.2531, -1.4703], [0.9545, 3.1696, -0.4911], [1.4562, 4.0659, -2.5906], [-0.1924, 4.9722, -2.5564]], "nbo_charge": [1.14, -0.16, -0.10, -0.62, 0.20, -0.24, -0.19, -0.23, -0.21, -0.25, 0.40, 0.23, 0.21, 0.21, 0.22, -0.59, -0.09, -0.61, -0.59, 0.09, -0.27, -0.06, 0.17, 0.39, -0.57, 0.02, -0.18, -0.09, -0.59, -0.59, -0.59, 0.22, 0.21, 0.22, 0.22, 0.21, 0.21, 0.22, 0.22, 0.21, 0.24, 0.21, 0.22, 0.21, 0.22, 0.22, 0.20, 0.22, 0.22, 0.22, 0.20, 0.13, -0.14, -0.13, 0.13, -0.19, 0.11, 0.31, -0.61, 0.39, -0.64, -0.21, 0.10]}


{"formula": "C27H24N2O3S", "method": "ωB97M-V/def2-TZVPD", "molar_mass_da": 456.57, "energy_ev": -48347.178, "homo_energy_ev": -8.353, "smiles": "Cc1ccc(N(CC(=O)Nc2ccccc2-c2ccccc2)S(=O)(=O)c2ccccc2)cc1", "multiplicity": 1, "e_lumo_ev": 0.4084, "symbols": ["C", "C", "C", "C", "C", "C", "C", "H", "H", "N", "S", "O", "O", "C", "C", "C", "C", "C", "C", "H", "H", "H", "H", "H", "C", "H", "C", "O", "N", "C", "C", "C", "C", "C", "C", "C", "C", "C", "C", "C", "C", "H", "H", "H", "H", "H", "H", "H", "H", "H", "H", "H", "H", "H", "H", "H", "H"], "xyz": [[-1.3051, -4.7227, -1.6644], [-0.6243, -3.4253, -1.3500], [0.3823, -3.3542, -0.3970], [1.0026, -2.1584, -0.0892], [0.6141, -0.9811, -0.7215], [-0.3909, -1.0448, -1.6854], [-0.9937, -2.2504, -1.9893], [-1.7712, -2.2709, -2.7393], [-0.7110, -0.1576, -2.2077], [1.2342, 0.2400, -0.4116], [1.9699, 0.6585, 1.0367], [1.9217, -0.4271, 1.9645], [1.4130, 1.9138, 1.4551], [3.6644, 0.9223, 0.5177], [4.3302, -0.1118, -0.1114], [5.6444, 0.0748, -0.5062], [6.2718, 1.2884, -0.2677], [5.5928, 2.3180, 0.3641], [4.2777, 2.1352, 0.7615], [3.7163, 2.9124, 1.2560], [6.0849, 3.2608, 0.5476], [7.2965, 1.4314, -0.5762], [6.1782, -0.7237, -0.9984], [3.8169, -1.0447, -0.2848], [1.1696, 1.3496, -1.3322], [1.4543, 1.0274, -2.3395], [-0.1935, 2.0613, -1.4322], [-0.4850, 2.7053, -2.4166], [-0.9642, 1.8674, -0.3457], [-2.3176, 2.1908, -0.1794], [-2.9066, 3.2610, -0.8392], [-4.2541, 3.5222, -0.6633], [-5.0205, 2.7177, 0.1621], [-4.4373, 1.6418, 0.8092], [-3.0863, 1.3666, 0.6539], [-2.4767, 0.1906, 1.3121], [-2.8722, -1.0886, 0.9361], [-2.2885, -2.1988, 1.5176], [-1.3106, -2.0439, 2.4851], [-0.9218, -0.7747, 2.8773], [-1.4963, 0.3387, 2.2903], [-1.1932, 1.3285, 2.6028], [-0.1598, -0.6490, 3.6298], [-0.8527, -2.9114, 2.9355], [-2.5978, -3.1882, 1.2143], [-3.6314, -1.2048, 0.1761], [-5.0297, 1.0027, 1.4481], [-6.0719, 2.9224, 0.2980], [-4.7052, 4.3588, -1.1754], [-2.3069, 3.8719, -1.4931], [-0.5664, 1.3048, 0.3978], [1.8982, 2.0920, -0.9958], [1.7689, -2.1347, 0.6658], [0.6974, -4.2528, 0.1135], [-1.6289, -4.7492, -2.7022], [-0.6417, -5.5641, -1.4787], [-2.1874, -4.8442, -1.0352]], "nbo_charge": [-0.63, -0.03, -0.19, -0.25, 0.22, -0.27, -0.19, 0.21, 0.22, -0.72, 2.32, -0.92, -0.94, -0.25, -0.22, -0.19, -0.19, -0.21, -0.21, 0.24, 0.22, 0.22, 0.22, 0.23, -0.32, 0.24, 0.67, -0.61, -0.65, 0.23, -0.23, -0.20, -0.22, -0.18, -0.09, -0.05, -0.23, -0.14, -0.23, -0.19, -0.24, 0.23, 0.23, 0.21, 0.20, 0.22, 0.22, 0.21, 0.21, 0.24, 0.44, 0.25, 0.24, 0.21, 0.22, 0.22, 0.22]}


{"formula": "C27H24N3NaO8Se", "method": "ωB97M-V/def2-TZVPD", "molar_mass_da": 620.45, "energy_ev": -119004.360, "homo_energy_ev": -2.801, "multiplicity": 1, "total_charge": -2, "e_lumo_ev": 4.0792, "symbols": ["Na", "O", "C", "C", "O", "O", "C", "C", "C", "C", "C", "C", "C", "C", "C", "C", "C", "C", "H", "H", "H", "H", "H", "H", "H", "H", "H", "H", "H", "C", "C", "C", "C", "C", "N", "C", "O", "N", "C", "C", "C", "C", "N", "C", "C", "C", "H", "H", "H", "H", "H", "H", "H", "H", "H", "H", "H", "H", "H", "O", "Se", "O", "O", "O"], "xyz": [[0.9112, 2.3499, -2.7374], [0.9047, 0.5046, 0.0004], [2.3076, 0.6478, 0.2136], [3.0945, 1.1245, -1.0664], [4.2727, 1.4480, -0.8697], [2.4613, 1.0632, -2.1473], [2.8029, -0.7749, 0.4689], [3.7103, -1.1171, 1.4593], [4.1260, -2.4356, 1.6112], [3.6447, -3.4216, 0.7656], [2.7549, -3.0797, -0.2466], [2.3418, -1.7676, -0.3981], [2.4784, 1.5647, 1.4251], [3.0984, 2.8068, 1.3894], [3.1046, 3.6255, 2.5133], [2.5014, 3.2204, 3.6922], [1.8733, 1.9812, 3.7400], [1.8613, 1.1752, 2.6153], [0.5438, 1.2791, -0.4634], [4.1007, -0.3479, 2.1124], [4.8282, -2.6885, 2.3969], [3.9642, -4.4499, 0.8905], [2.3812, -3.8374, -0.9267], [1.6635, -1.4845, -1.1917], [3.5846, 3.1294, 0.4807], [3.5808, 4.5969, 2.4521], [2.5082, 3.8672, 4.5619], [1.3851, 1.6484, 4.6487], [1.3598, 0.2142, 2.6511], [-5.3267, 1.5495, -1.5740], [-4.3903, 0.9271, -0.5784], [-3.2728, 1.6318, -0.1303], [-2.3443, 1.0271, 0.6975], [-2.5088, -0.3013, 1.0796], [-1.4542, -0.9284, 1.7900], [-1.0001, -2.2121, 1.7607], [-0.4312, -2.7104, 2.7224], [-1.1945, -3.0071, 0.6251], [-1.0927, -2.7438, -0.7561], [-1.0341, -3.8313, -1.6200], [-0.9534, -3.6080, -2.9869], [-0.9476, -2.3044, -3.4560], [-0.9841, -1.2584, -2.6381], [-1.0322, -1.4738, -1.3319], [-3.6395, -1.0019, 0.6914], [-4.5666, -0.3796, -0.1367], [-5.2989, 2.6357, -1.5143], [-6.3531, 1.2023, -1.4210], [-5.0213, 1.3023, -2.5920], [-3.0751, 2.6270, -0.5127], [-1.4335, 1.5540, 0.9576], [-0.9989, -0.3905, 2.5088], [-0.8839, -3.9351, 0.8679], [-1.0450, -4.8426, -1.2272], [-0.8985, -4.4404, -3.6773], [-0.9075, -2.0947, -4.5189], [-0.9837, -0.5888, -0.7273], [-3.7689, -2.0335, 0.9930], [-5.4355, -0.9384, -0.4710], [-0.7768, 5.5576, -2.5128], [-1.2120, 3.9829, -2.5834], [-0.5919, 3.2818, -3.9675], [-0.4585, 3.1488, -1.3202], [-2.8340, 3.7543, -2.4816]], "nbo_charge": [0.94, -0.76, 0.03, 0.76, -0.74, -0.82, 0.10, -0.23, -0.22, -0.24, -0.22, -0.23, 0.08, -0.20, -0.22, -0.24, -0.22, -0.24, 0.51, 0.22, 0.19, 0.19, 0.20, 0.24, 0.25, 0.20, 0.19, 0.20, 0.21, -0.63, -0.03, -0.17, -0.25, 0.20, -0.64, 0.80, -0.66, -0.65, 0.20, -0.24, -0.26, 0.00, -0.38, -0.01, -0.29, -0.20, 0.24, 0.18, 0.23, 0.28, 0.24, 0.41, 0.40, 0.19, 0.20, 0.19, 0.24, 0.21, 0.19, -1.11, 2.72, -1.19, -1.23, -1.13]}